Record 1
77
Properties=species:S:1:pos:R:3:mulliken_charge:R:1 method="wB97M-V/def2-TZVPD" homo_energy_ev=-8.2 charge=0
Li -18.20 19.80 -7.36 0.5720
Li -19.02 19.66 -4.74 1.1090
Li -21.34 20.33 -6.00 0.7704
O -17.22 19.91 -5.67 -0.9047
H -16.73 20.29 -4.93 -0.0963
O -19.91 19.09 -6.49 -0.4932
H -19.77 18.21 -6.84 -0.5725
O -20.35 21.07 -4.55 -0.8231
H -20.17 21.82 -3.99 -0.0143
C -17.22 19.90 -1.86 -1.1693
C -18.67 19.42 -1.88 -0.6273
N -18.98 18.48 -2.96 1.0954
C -20.39 18.14 -2.98 -0.0962
C -20.83 17.13 -1.93 -1.4282
C -18.02 17.39 -3.11 -0.8745
C -18.33 16.50 -4.30 -0.9426
H -16.54 19.14 -1.45 0.3351
H -17.15 20.78 -1.22 0.4272
H -16.88 20.14 -2.86 0.0897
H -18.93 19.00 -0.89 0.2437
H -19.30 20.29 -2.04 0.3278
H -20.94 19.08 -2.90 0.5414
H -20.63 17.75 -3.98 -0.2810
H -21.90 16.94 -2.00 0.4431
H -20.33 16.17 -2.06 0.2717
H -20.63 17.50 -0.92 0.3324
H -17.92 16.80 -2.18 0.3451
H -17.05 17.84 -3.32 0.4497
H -19.33 16.06 -4.28 0.1828
H -17.63 15.65 -4.28 0.4371
H -18.14 17.05 -5.22 0.0760
C -16.47 21.80 -9.18 -1.2531
C -17.84 21.56 -9.79 -0.5067
N -18.88 21.28 -8.78 1.1871
C -20.11 20.77 -9.40 -0.7620
C -19.99 19.35 -9.91 -1.0682
C -19.12 22.39 -7.87 -0.5532
C -19.77 23.63 -8.47 -1.3432
H -15.71 21.87 -9.96 0.4099
H -16.18 20.99 -8.49 0.2436
H -16.43 22.71 -8.59 0.3102
H -18.13 22.45 -10.37 0.2719
H -17.81 20.73 -10.49 0.2985
H -20.89 20.85 -8.64 0.2912
H -20.41 21.42 -10.23 0.4003
H -19.37 19.29 -10.80 0.4349
H -19.55 18.70 -9.15 -0.1138
H -20.97 18.94 -10.14 0.4652
H -18.20 22.65 -7.36 0.4778
H -19.78 22.03 -7.07 0.0840
H -20.82 23.46 -8.72 0.2932
H -19.26 23.99 -9.37 0.2833
H -19.75 24.45 -7.75 0.4273
C -18.28 15.92 -8.61 -0.2555
C -16.95 15.24 -8.81 -0.7613
O -17.04 14.39 -9.95 -0.2167
C -15.91 13.82 -10.32 0.2674
O -14.85 13.92 -9.79 -0.4941
C -16.12 12.93 -11.56 0.8968
F -17.24 13.23 -12.23 -0.2404
F -15.09 13.07 -12.39 -0.2446
F -16.19 11.64 -11.19 -0.2509
H -19.04 15.19 -8.37 0.2420
H -18.54 16.54 -9.47 0.2494
H -18.15 16.59 -7.75 -0.0200
H -16.68 14.65 -7.93 0.3621
H -16.12 15.95 -8.92 0.4037
C -21.57 15.93 -6.39 -0.2067
C -22.39 16.23 -7.61 0.6820
O -23.38 16.91 -7.54 -0.5752
C -21.99 15.60 -8.93 -0.9987
H -21.15 14.92 -6.41 0.3994
H -22.25 15.93 -5.53 0.4578
H -20.79 16.66 -6.19 -0.4978
H -21.12 16.12 -9.34 0.0555
H -22.83 15.70 -9.62 0.3537
H -21.76 14.55 -8.79 0.3875

Record 2
72
Properties=species:S:1:pos:R:3:lowdin_spin:R:1 method="wB97M-V/def2-TZVPD" homo_energy_ev="-13.2 / -14.0" s2=16.12 spin_multiplicity=8 charge=+2
I 2.94 -2.21 -5.67 -0.0002
I 0.33 -2.02 -5.80 0.0007
Gd 1.63 0.06 -1.33 7.3921
P 2.56 1.54 -3.52 -0.0410
C 2.46 3.29 -2.94 -0.0059
C 4.24 1.44 -4.25 -0.0104
H 4.37 2.26 -4.98 -0.0024
H 1.84 2.10 -5.78 -0.0017
H 4.37 0.47 -4.74 0.0000
H 1.32 0.46 -5.30 -0.0003
H 3.17 3.49 -2.12 0.0001
H 4.99 1.54 -3.45 0.0000
C 1.43 1.50 -4.97 -0.0067
H 2.69 3.95 -3.79 -0.0017
H 0.44 1.86 -4.67 0.0002
H 1.45 3.53 -2.58 0.0002
P 1.74 -2.76 -1.34 -0.0332
C 1.39 -3.30 0.38 -0.0058
C 0.29 -3.32 -2.29 -0.0063
H 3.33 -3.57 -2.94 -0.0001
H 2.77 -4.92 -1.88 -0.0019
H 3.94 -3.71 -1.24 0.0001
C 3.07 -3.86 -1.90 -0.0086
H 0.38 -2.92 -3.32 -0.0001
H 0.23 -4.41 -2.35 -0.0020
H 0.94 -4.30 0.43 -0.0022
H 0.70 -2.58 0.84 0.0003
H -0.63 -2.91 -1.84 0.0008
H 2.33 -3.30 0.94 0.0001
C 2.91 2.30 0.69 -0.0016
O 3.02 3.32 1.30 -0.0047
C -1.01 1.22 4.18 -0.0079
C -0.39 0.15 3.28 -0.0196
C 1.10 0.42 3.01 -0.0017
C -0.48 -1.23 3.97 -0.0005
P -1.25 0.09 1.53 -0.1586
N 2.74 1.29 0.03 -0.0264
C -2.82 -0.98 1.58 -0.0217
C -3.71 -0.59 2.78 -0.0097
C -3.60 -0.87 0.26 -0.0003
C -2.42 -2.46 1.73 -0.0022
C -1.73 1.86 0.92 -0.0165
C -3.12 2.33 1.39 -0.0076
C -0.73 2.92 1.41 0.0002
C -1.67 1.80 -0.62 0.0086
H -0.83 0.95 5.23 -0.0022
H -2.09 1.31 4.06 -0.0005
H -0.54 2.20 4.04 -0.0001
H 1.51 -0.31 2.29 0.0005
H 1.31 1.43 2.63 0.0000
H 1.66 0.31 3.96 0.0001
H -1.49 -1.49 4.32 0.0000
H -0.09 -2.04 3.34 -0.0002
H 0.16 -1.18 4.86 -0.0001
H -4.21 0.38 2.63 0.0000
H -4.50 -1.35 2.88 -0.0025
H -3.16 -0.56 3.73 -0.0004
H -2.94 -1.06 -0.59 -0.0001
H -4.37 -1.65 0.25 0.0000
H -4.12 0.08 0.12 0.0000
H -1.69 -2.77 0.97 -0.0006
H -2.01 -2.70 2.71 0.0000
H -3.32 -3.07 1.60 0.0001
H -3.26 3.37 1.07 -0.0013
H -3.95 1.76 0.95 -0.0001
H -3.21 2.31 2.49 0.0001
H 0.32 2.63 1.24 0.0002
H -0.90 3.84 0.82 -0.0001
H -0.87 3.20 2.46 0.0000
H -0.64 1.65 -0.99 0.0129
H -2.31 1.02 -1.05 -0.0001
H -2.01 2.77 -1.02 0.0006

Record 3
69
Properties=species:S:1:pos:R:3:nbo_charge:R:1 method="wB97M-V/def2-TZVPD" homo_energy_ev=-8.0 charge=0 smiles=CC[C@H](I)COCCOC.CCN(CC)CC.CCN(CC)CC
C 4.33 0.22 2.46 -0.6167
C 3.17 -0.76 2.38 -0.4282
C 2.13 -0.54 1.28 -0.3058
I 3.01 -0.23 -0.66 0.0459
C 1.12 0.58 1.59 -0.0962
O -0.18 0.05 1.71 -0.5396
C -0.57 -0.27 3.03 -0.0830
C -1.75 -1.22 2.99 -0.0822
O -2.95 -0.48 2.88 -0.5463
C -3.87 -1.00 1.94 -0.2448
H 4.92 0.23 1.54 0.2197
H 3.99 1.23 2.66 0.2035
H 5.00 -0.07 3.27 0.2155
H 2.62 -0.69 3.32 0.2051
H 3.55 -1.78 2.32 0.2130
H 1.56 -1.45 1.15 0.2353
H 1.09 1.32 0.79 0.2033
H 1.41 1.10 2.51 0.1720
H 0.25 -0.72 3.59 0.1616
H -0.89 0.64 3.56 0.1861
H -1.62 -1.87 2.13 0.1828
H -1.77 -1.82 3.90 0.1744
H -3.55 -0.75 0.93 0.1746
H -3.99 -2.08 2.05 0.1661
H -4.83 -0.52 2.13 0.1885
C -4.58 2.76 1.13 -0.6163
C -5.73 3.75 1.22 -0.2133
N -6.92 3.32 0.50 -0.4512
C -7.92 4.36 0.36 -0.2040
C -8.60 4.90 1.62 -0.6359
C -7.42 2.00 0.85 -0.2150
C -7.78 1.73 2.32 -0.6399
H -4.34 2.54 0.09 0.2103
H -3.70 3.17 1.62 0.2145
H -4.82 1.82 1.63 0.2007
H -5.41 4.70 0.77 0.1943
H -5.93 3.97 2.28 0.1564
H -8.68 4.00 -0.33 0.1901
H -7.43 5.20 -0.16 0.1883
H -9.32 4.20 2.03 0.1999
H -9.13 5.82 1.39 0.2108
H -7.87 5.13 2.41 0.2045
H -6.67 1.27 0.54 0.1900
H -8.29 1.81 0.22 0.1951
H -7.02 2.12 3.00 0.2054
H -7.85 0.66 2.49 0.2095
H -8.73 2.17 2.60 0.2033
C 6.92 -2.23 -1.43 -0.6177
C 7.36 -2.75 -2.79 -0.2124
N 6.32 -3.47 -3.49 -0.4512
C 6.80 -4.22 -4.64 -0.2039
C 7.39 -3.43 -5.82 -0.6360
C 5.07 -2.74 -3.69 -0.2188
C 5.13 -1.41 -4.44 -0.6396
H 6.54 -3.03 -0.80 0.2098
H 7.77 -1.76 -0.93 0.2099
H 6.14 -1.47 -1.52 0.2063
H 8.18 -3.46 -2.64 0.1934
H 7.77 -1.92 -3.37 0.1559
H 5.98 -4.84 -5.00 0.1905
H 7.57 -4.91 -4.27 0.1872
H 6.62 -2.95 -6.42 0.2007
H 7.92 -4.12 -6.49 0.2104
H 8.10 -2.68 -5.50 0.2041
H 4.63 -2.56 -2.71 0.1971
H 4.37 -3.41 -4.19 0.1948
H 5.98 -0.80 -4.13 0.2039
H 4.23 -0.83 -4.25 0.2107
H 5.20 -1.55 -5.52 0.2026

Record 4
71
Properties=species:S:1:pos:R:3:mulliken_charge:R:1 method="wB97M-V/def2-TZVPD" homo_energy_ev=-3.5 charge=-1
N 1.69 -1.94 -2.03 -0.5544
C 2.09 -0.50 -2.04 -0.5856
C 0.91 0.44 -1.58 -0.0839
C 0.30 1.17 -2.83 -0.5438
C -1.07 0.45 -3.19 -0.5287
C -2.17 1.15 -2.35 -0.7334
N -3.42 0.37 -2.23 -0.3731
C -3.22 -0.91 -1.50 0.0680
C -3.58 -2.09 -2.53 0.3497
O -3.21 -1.89 -3.69 -0.6734
O -4.22 -3.15 -2.18 -0.7852
H 1.87 -2.32 -2.95 0.2150
H 2.33 -2.39 -1.38 0.1721
H 2.95 -0.33 -1.36 0.2568
H 2.40 -0.23 -3.07 0.3757
H 0.12 -0.22 -1.15 -0.1194
H 1.20 1.16 -0.78 0.4382
H 0.02 2.20 -2.53 -0.0829
H 0.98 1.26 -3.69 0.5675
H -1.22 0.59 -4.28 0.3431
H -0.95 -0.63 -2.95 0.3012
H -1.75 1.44 -1.36 0.3229
H -2.45 2.09 -2.88 0.2575
H -4.03 0.93 -1.63 0.2751
H -2.24 -1.02 -1.00 -0.1864
H -4.02 -0.95 -0.72 0.3257
C -2.29 -2.80 3.70 -1.0073
C -3.72 -2.28 3.74 -0.3945
O -4.29 -2.09 2.46 -0.4263
C -4.39 -3.24 1.64 0.0147
C -5.26 -4.34 2.24 -1.2571
H -1.66 -2.14 3.11 0.2432
H -1.89 -2.87 4.71 0.4525
H -2.24 -3.80 3.26 0.2630
H -3.73 -1.30 4.23 0.3296
H -4.36 -2.93 4.35 0.3179
H -3.40 -3.62 1.38 0.2360
H -4.84 -2.91 0.70 0.2249
H -4.83 -4.73 3.17 0.2847
H -5.36 -5.17 1.54 0.4009
H -6.25 -3.95 2.48 0.3097
C 1.87 -2.77 1.99 -0.7262
C 3.35 -3.03 1.82 -0.5650
O 4.10 -1.88 1.44 -0.4181
C 4.07 -0.80 2.35 -0.2351
C 4.62 -1.14 3.73 -1.1495
H 1.44 -2.32 1.09 0.0882
H 1.34 -3.69 2.21 0.4304
H 1.67 -2.07 2.82 0.2589
H 3.49 -3.75 1.01 0.3570
H 3.78 -3.49 2.72 0.3748
H 3.06 -0.39 2.43 0.2736
H 4.68 -0.01 1.91 0.3587
H 4.02 -1.89 4.23 0.2668
H 4.64 -0.25 4.36 0.4001
H 5.64 -1.53 3.64 0.2898
C 3.54 4.76 -1.35 -1.0910
C 2.47 4.83 -2.42 -0.3385
O 1.17 4.54 -1.95 -0.3686
C 0.66 5.40 -0.95 -0.3502
C 0.55 6.85 -1.37 -1.1077
H 3.53 3.79 -0.86 0.2657
H 4.53 4.93 -1.78 0.4019
H 3.38 5.52 -0.58 0.2755
H 2.69 4.08 -3.19 0.3557
H 2.48 5.80 -2.93 0.3133
H 1.25 5.30 -0.03 0.3276
H -0.34 5.02 -0.71 0.3391
H 1.53 7.29 -1.59 0.2676
H 0.09 7.45 -0.58 0.3868
H -0.05 6.94 -2.28 0.3081

Record 5
78
Properties=species:S:1:pos:R:3:lowdin_spin:R:1 method="wB97M-V/def2-TZVPD" homo_energy_ev="-11.0 / -11.0" s2=3.77 spin_multiplicity=4 charge=+1
V 2.83 -2.77 2.16 3.0027
C 0.85 -0.50 0.74 -0.0003
O 1.71 -1.12 1.64 -0.0390
H 1.21 0.47 0.39 -0.0025
H 0.88 -1.10 -0.18 0.0008
H -0.20 -0.39 1.05 -0.0022
C 1.55 -3.84 -0.71 0.0048
O 2.36 -3.65 0.21 0.0287
N 1.34 -5.01 -1.28 0.0045
C 0.47 -5.12 -2.43 0.0004
C 2.06 -6.24 -0.90 0.0003
H 0.86 -3.10 -1.13 0.0008
H 0.07 -4.20 -2.86 0.0000
H -0.31 -5.87 -2.33 0.0001
H 1.08 -5.53 -3.25 0.0002
H 2.37 -6.68 -1.84 0.0001
H 2.93 -5.96 -0.32 -0.0001
H 1.35 -6.83 -0.32 0.0002
C 0.36 1.02 4.70 0.0001
O 1.13 1.60 5.43 0.0000
N -0.97 0.93 4.97 0.0000
C -1.87 0.15 4.14 0.0000
C -1.55 1.37 6.22 0.0000
H 0.56 0.43 3.80 0.0001
H -1.39 -0.16 3.22 0.0000
H -2.76 0.72 3.90 0.0000
H -2.19 -0.73 4.71 0.0000
H -0.84 2.06 6.66 0.0000
H -2.47 1.93 6.09 0.0000
H -1.61 0.51 6.89 0.0000
C 3.48 -2.20 -4.39 0.0000
O 4.52 -2.13 -3.77 0.0000
N 2.41 -1.40 -4.15 0.0000
C 2.43 -0.56 -2.98 0.0001
C 1.19 -1.42 -4.92 0.0000
H 3.30 -2.97 -5.15 0.0000
H 1.71 -0.85 -2.22 0.0001
H 2.23 0.49 -3.25 0.0000
H 3.44 -0.38 -2.61 0.0000
H 1.10 -2.25 -5.61 0.0000
H 1.07 -0.50 -5.49 0.0000
H 0.36 -1.58 -4.21 0.0000
C 0.69 5.07 -1.86 0.0000
O 0.83 6.22 -2.21 0.0000
N 1.67 4.24 -1.43 0.0000
C 3.06 4.62 -1.44 0.0000
C 1.39 2.84 -1.18 -0.0001
H -0.30 4.58 -1.88 0.0000
H 3.15 5.70 -1.52 0.0000
H 3.64 4.20 -2.27 0.0000
H 3.55 4.37 -0.50 0.0000
H 1.92 2.55 -0.27 -0.0001
H 0.33 2.66 -0.96 0.0000
H 1.64 2.15 -1.99 0.0000
C -2.05 -2.42 -0.76 0.0001
O -1.99 -2.81 -1.91 0.0001
N -3.11 -1.76 -0.25 0.0000
C -4.28 -1.49 -1.06 0.0000
C -3.21 -1.28 1.10 -0.0001
H -1.22 -2.46 -0.03 0.0001
H -4.60 -0.46 -0.98 0.0000
H -5.10 -2.16 -0.81 0.0000
H -4.09 -1.65 -2.12 0.0000
H -3.18 -0.19 1.20 0.0000
H -4.04 -1.76 1.63 0.0000
H -2.29 -1.50 1.65 0.0000
C -1.56 5.15 1.23 0.0000
O -2.25 5.76 0.47 0.0000
N -1.64 3.84 1.58 0.0000
C -0.63 3.27 2.48 0.0000
C -2.61 2.93 1.05 0.0000
H -0.70 5.59 1.77 0.0000
H -1.07 3.18 3.47 0.0000
H 0.26 3.88 2.62 0.0000
H -0.39 2.31 2.02 0.0000
H -3.29 3.54 0.45 0.0000
H -2.23 2.17 0.36 0.0000
H -3.38 2.51 1.70 0.0000

Record 6
83
Properties=species:S:1:pos:R:3:mulliken_charge:R:1 method="wB97M-V/def2-TZVPD" homo_energy_ev=-9.4 charge=0 smiles="CCOCCCCC[C@H]1COC(=O)O1.COP(=O)(OC)OC.COP(=O)(OC)OC.COP(=O)(OC)OC"
C 4.26 3.97 3.79 -1.1703
C 4.35 2.43 3.73 0.0577
O 4.13 1.91 2.43 -0.4328
C 2.80 2.02 1.94 -0.8610
C 1.93 0.82 2.22 -0.0759
C 1.56 0.56 3.68 -0.9048
C 0.26 -0.23 3.85 -0.7365
C -0.94 0.63 4.24 -1.1760
C -1.34 1.68 3.23 0.6008
C -2.57 2.46 3.64 -0.6217
O -2.45 3.65 2.83 -0.3627
C -1.15 3.76 2.47 0.5270
O -0.71 4.57 1.72 -0.5361
O -0.42 2.78 3.08 -0.2142
H 4.00 4.35 2.81 0.3280
H 5.20 4.41 4.11 0.3183
H 3.47 4.28 4.47 0.3114
H 3.67 1.99 4.46 0.0656
H 5.35 2.11 4.00 0.4410
H 2.30 2.92 2.32 0.3402
H 2.89 2.14 0.86 0.3311
H 2.37 -0.08 1.79 0.3949
H 1.00 0.99 1.66 -0.0326
H 1.47 1.53 4.18 0.3829
H 2.39 0.05 4.17 0.7146
H 0.40 -0.96 4.65 0.2246
H 0.04 -0.79 2.94 0.4249
H -0.77 1.11 5.20 0.3649
H -1.82 -0.01 4.34 0.3930
H -1.48 1.24 2.24 0.1875
H -2.45 2.78 4.67 0.3676
H -3.51 1.95 3.44 0.3432
C -4.15 2.00 -1.38 -0.6144
O -3.92 0.69 -0.83 -0.2134
P -3.51 -0.51 -1.80 0.8225
O -3.44 -0.12 -3.21 -0.3828
O -4.51 -1.66 -1.44 -0.3922
C -5.88 -1.51 -1.85 -0.6591
O -2.20 -1.10 -1.16 -0.2984
C -0.98 -0.39 -1.39 -0.4879
H -5.10 2.03 -1.91 0.2948
H -4.19 2.69 -0.54 0.2277
H -3.35 2.29 -2.05 0.2831
H -5.93 -1.10 -2.86 0.3016
H -6.41 -0.87 -1.15 0.2525
H -6.32 -2.50 -1.84 0.2428
H -1.01 0.60 -0.92 0.1966
H -0.79 -0.28 -2.46 0.1944
H -0.18 -0.97 -0.94 0.2285
C 3.26 -6.31 3.72 -0.6161
O 4.06 -5.51 2.83 -0.3407
P 3.82 -3.94 2.75 1.1313
O 2.75 -3.47 3.64 -0.6069
O 3.64 -3.65 1.22 -0.3494
C 2.43 -4.08 0.59 -0.7121
O 5.24 -3.30 2.97 -0.3200
C 5.74 -3.23 4.31 -0.6553
H 2.25 -6.42 3.33 0.2734
H 3.73 -7.29 3.78 0.2485
H 3.21 -5.87 4.71 0.3029
H 1.57 -3.88 1.24 0.3285
H 2.49 -5.14 0.36 0.2855
H 2.32 -3.51 -0.32 0.2411
H 5.90 -4.23 4.71 0.2743
H 5.05 -2.68 4.94 0.2796
H 6.69 -2.71 4.26 0.2428
C -1.98 2.34 -5.94 -0.4661
O -1.39 1.34 -6.78 -0.2760
P -2.30 0.55 -7.82 1.0634
O -3.70 1.00 -7.83 -0.6625
O -2.04 -0.97 -7.49 -0.4133
C -2.57 -1.43 -6.23 -0.6314
O -1.53 0.63 -9.19 -0.3524
C -1.62 1.86 -9.92 -0.6774
H -2.58 1.87 -5.16 0.1309
H -1.17 2.90 -5.49 0.2618
H -2.61 3.02 -6.52 0.3249
H -3.55 -1.01 -6.04 0.3327
H -1.89 -1.16 -5.42 0.2190
H -2.64 -2.52 -6.29 0.3262
H -1.15 2.67 -9.36 0.2689
H -2.66 2.10 -10.13 0.3149
H -1.09 1.71 -10.85 0.2381